P:
Molecular formula: C4H9O2P
Method: DFT, the ωB97M-V functional and the def2-TZVPD basis

Last column: Mulliken charge in e.
Geometry (Å):
1 C -0.086 1.328 0.040  -0.570
2 C -0.375 -0.988 -0.357  -0.679
3 C 0.445 -0.041 0.497  0.436
4 C 1.949 -0.174 0.322  -1.541
5 O -3.066 -0.702 0.605  -0.628
6 O -1.501 1.263 0.067  -0.332
7 P -2.040 -0.218 -0.308  0.568
8 H 0.215 2.143 0.700  0.321
9 H 0.265 1.541 -0.977  0.308
10 H 0.010 -1.053 -1.374  0.370
11 H -0.488 -2.239 0.024  0.290
12 H 0.171 -0.166 1.550  0.271
13 H 2.291 -1.141 0.683  0.380
14 H 2.461 0.606 0.880  0.395
15 H 2.219 -0.082 -0.729  0.354
16 H -2.468 -0.078 -1.623  0.055

Properties
Charge: 0
Multiplicity: 1
HOMO energy in eV: -10.41
Kohn-Sham gap in eV: 11.25

Q:
Molecular formula: C4H9O2P
Method: DFT, the ωB97M-V functional and the def2-TZVPD basis

Last column: Mulliken charge in e.
Geometry (Å):
1 C -1.652 1.731 0.138  -0.794
2 C -1.314 0.529 -0.275  -0.398
3 C 1.772 -0.151 -0.390  -0.426
4 C -0.878 -0.670 0.572  0.058
5 O 2.427 -0.046 0.797  -0.510
6 O -1.778 -1.854 0.291  -0.505
7 P 0.551 -1.587 -0.190  -0.072
8 H -2.199 2.330 -0.506  0.348
9 H -1.806 1.863 1.186  0.299
10 H -1.259 0.233 -1.271  0.357
11 H 1.266 0.829 -0.597  0.311
12 H 2.307 -0.560 -1.203  0.306
13 H -1.010 -0.510 1.716  0.419
14 H 2.826 -0.817 1.114  0.332
15 H -2.497 -1.731 0.888  0.289
16 H -0.030 -1.407 -1.431  -0.014

Properties
Charge: 0
Multiplicity: 1
HOMO energy in eV: -9.16
Kohn-Sham gap in eV: 10.03

Most stable to least stable, the ends of the list are P and Q.

P:
Molecular formula: C3H4N2S
Method: DFT, the ωB97M-V functional and the def2-TZVPD basis

Last column: Mulliken charge in e.
Geometry (Å):
1 C 1.731 0.417 -0.064  -0.069
2 C 0.079 1.317 -0.257  -0.476
3 C 0.307 -1.278 -0.029  -0.093
4 N 1.490 -0.808 -0.145  -0.469
5 N -2.304 -0.228 -0.429  -0.570
6 S -0.886 0.003 0.253  0.281
7 H 2.599 1.009 -0.079  0.395
8 H -0.018 2.206 0.210  0.339
9 H -0.037 -2.203 0.229  0.421
10 H -2.961 -0.434 0.311  0.243

Properties
Charge: 0
Multiplicity: 1
HOMO energy (alpha / beta) in eV: -8.43 / -8.63
Kohn-Sham gap (alpha / beta) in eV: 7.08 / 7.40

Q:
Molecular formula: C3H4N2S
Method: DFT, the ωB97M-V functional and the def2-TZVPD basis

Last column: Mulliken charge in e.
Geometry (Å):
1 C -1.144 -0.685 0.038  -0.291
2 C -0.734 -1.762 -0.742  -0.422
3 C 0.450 -1.240 -1.246  -0.302
4 H 1.359 1.804 0.270  0.240
5 H -1.892 -0.437 0.678  0.463
6 H -1.194 -2.755 -0.982  0.302
7 H 0.864 -1.638 -2.102  0.436
8 N -0.175 0.229 0.125  0.422
9 N 0.850 -0.080 -0.773  -0.684
10 S 0.294 1.507 1.148  -0.164

Properties
Charge: 0
Multiplicity: 1
HOMO energy in eV: -8.70
Kohn-Sham gap in eV: 9.46

Most stable to least stable, the ends of the list are Q and P.